Here is 14 unconnected molecules or ions with the total composition C56H154N14O14 at a distorted geometry from the Open Molecules 2025 dataset. Energies are from ωB97M-V/def2-TZVPD.

Cartesian coordinates (Å):
H: -20.5145 17.2590 6.9679
H: -13.8209 20.5706 9.6042
H: -18.4216 25.4017 4.7079
C: -16.0514 22.2678 0.2137
C: -21.9852 15.3031 7.5157
O: -18.6552 25.6130 -0.3423
N: -25.4847 27.4099 4.9356
H: -17.5818 17.7801 7.8108
H: -19.6332 24.8386 1.4727
H: -16.3457 21.4842 4.2149
H: -20.3995 19.0131 14.4426
C: -14.4316 28.0384 3.0190
H: -26.5528 26.6319 2.3944
H: -15.6755 28.3772 0.1179
H: -17.4224 25.4243 -2.0126
C: -20.1272 26.6524 1.3424
H: -25.2051 28.3434 4.6538
H: -20.0448 26.2712 11.6293
H: -19.6087 26.2026 8.1201
H: -20.1386 20.5490 12.1391
H: -13.4202 24.1977 8.0497
H: -19.0542 15.0179 5.7988
C: -17.5314 14.1438 7.2458
C: -19.0113 21.4306 8.2287
H: -17.0302 29.5937 0.3926
H: -10.4008 23.6858 8.4663
C: -15.8669 17.7735 6.7506
H: -15.6719 29.7096 3.4935
N: -16.8309 18.4450 7.6496
H: -21.4365 27.8778 2.4847
H: -20.7676 28.7418 7.8562
N: -24.8043 24.4810 7.4135
N: -20.1902 19.6961 11.5839
H: -16.6392 25.3139 -0.3835
H: -15.4499 16.8613 7.1945
H: -25.4638 25.5065 4.3369
C: -19.0834 16.7298 9.4236
C: -18.3313 23.2563 6.6858
H: -16.4042 23.2097 9.6370
C: -20.6829 30.9056 8.1651
C: -12.6366 24.4473 7.3259
C: -18.2664 21.7659 6.9438
H: -23.3495 22.7060 8.5326
H: -16.9676 18.3024 4.9451
H: -21.0435 25.8626 4.8783
H: -17.4455 25.4561 6.2124
H: -22.0422 17.9700 6.6557
C: -19.9015 18.4961 12.3566
O: -17.0361 25.9252 9.0166
H: -14.0456 18.1587 5.7231
O: -22.0033 15.9717 6.2667
H: -18.5350 21.8406 9.1194
C: -20.3991 27.9052 2.1604
H: -21.8126 18.7664 13.5444
C: -14.1149 27.0516 1.9183
H: -16.2452 12.8506 8.1080
C: -17.5730 24.9610 5.2415
H: -16.7069 21.8609 -0.5647
H: -20.7057 24.9183 11.2171
H: -15.7334 19.9823 3.5324
O: -16.8239 22.8220 1.2436
H: -20.2895 24.6194 8.5078
H: -25.4220 24.0919 9.9914
H: -17.9097 13.8884 5.1623
H: -15.5011 26.3896 7.8433
H: -19.4969 19.0013 3.8880
H: -21.0688 26.1004 9.0837
H: -20.6757 19.6866 5.0516
H: -13.9993 27.5036 0.9353
N: -19.7801 25.3196 11.3592
H: -16.6828 25.1891 4.6552
H: -17.4889 26.4090 10.9925
C: -20.7296 17.5175 4.8560
H: -18.3478 27.3858 9.6867
H: -22.7669 17.0336 15.0334
H: -14.2405 26.4975 4.4300
H: -11.4849 22.2756 8.5939
N: -21.7629 17.4685 3.8236
H: -14.5203 21.3158 12.4143
H: -14.6143 23.9862 4.4952
H: -13.9565 25.8739 6.4758
H: -16.5281 28.4595 2.6285
H: -18.1537 19.2380 13.3550
H: -20.0453 16.6874 4.6535
H: -21.0745 14.7033 7.5683
H: -10.1327 22.3869 7.3709
H: -11.9236 18.6770 8.2856
N: -16.0392 22.9335 10.5403
C: -21.6930 16.9257 15.2366
C: -22.5147 22.4273 10.8240
H: -22.8328 14.6199 7.5725
H: -13.8400 19.1166 13.0421
H: -13.8595 22.9152 5.6062
H: -15.2801 23.8345 6.0955
C: -17.9281 26.4185 9.9881
H: -17.7650 18.2526 11.8607
H: -18.9963 27.6526 6.0786
H: -18.2930 17.4333 13.2328
N: -16.9835 12.7824 7.4150
H: -16.8385 19.4753 1.2911
H: -19.2747 18.9160 5.6576
H: -18.7679 24.4410 9.8026
C: -22.1764 31.1474 8.3969
C: -20.7782 18.4010 13.6019
N: -17.5806 19.5178 1.9830
H: -22.3214 16.6629 4.1208
O: -18.5862 16.0377 8.3047
H: -17.4578 16.8220 5.8370
H: -25.6089 25.0875 7.3112
O: -13.8416 18.6150 7.6882
H: -19.0481 20.3412 8.2996
H: -13.3654 22.1969 10.2345
H: -22.4377 18.2164 3.9917
H: -18.4463 22.7119 2.3397
N: -12.4653 25.3862 5.0262
H: -20.1742 16.6909 9.4875
C: -14.8077 18.7694 12.6703
O: -23.0837 25.4923 5.1738
H: -14.6484 17.7704 12.2730
C: -23.0485 23.6946 8.8780
C: -21.3445 17.2270 6.2456
C: -15.5863 29.0154 2.6511
H: -16.7375 27.6506 7.9913
H: -20.2409 28.7433 1.4779
H: -18.4320 19.3591 1.4509
C: -15.3563 20.9193 11.8040
H: -22.1748 23.9682 8.2762
C: -18.4868 14.1281 6.0659
H: -21.4998 24.9274 6.2854
C: -17.9038 22.0279 1.6840
H: -15.5590 18.8316 13.4578
C: -12.5434 19.1049 7.4924
H: -18.2052 20.9230 3.4876
H: -15.5902 29.9775 -0.4993
H: -25.7581 25.8198 9.6694
H: -18.7754 21.1935 6.1568
H: -20.0388 21.7962 8.1169
O: -17.6558 23.5826 5.4877
H: -16.6437 20.4880 7.1192
C: -17.5331 20.8377 2.6337
H: -19.3804 23.5786 6.6622
C: -20.1059 25.6156 8.9045
C: -18.8584 28.7266 5.9036
C: -20.0001 18.8513 4.8411
H: -21.8564 26.6651 6.3175
H: -25.3048 27.8002 2.3821
H: -21.5509 17.6849 16.0207
H: -14.9823 27.9117 4.9806
C: -15.9554 29.4047 0.3559
H: -20.1330 17.5864 11.7955
C: -24.0446 24.8319 8.6121
N: -20.0589 25.4446 2.1850
H: -19.1562 14.0892 8.6713
H: -15.2839 21.5375 0.4944
H: -15.9638 16.8602 4.8081
C: -21.7898 25.7828 5.6729
H: -16.1415 21.0571 12.5641
C: -23.4832 26.2204 4.0433
C: -16.1289 20.9639 3.2792
C: -18.9207 26.7709 0.4206
H: -18.9760 17.8089 9.2613
H: -16.6293 14.7182 7.0089
C: -14.6434 18.6497 6.5006
H: -16.3729 18.4348 8.5649
H: -18.0490 26.9284 1.0731
H: -21.7626 21.7997 10.3425
H: -25.1207 27.1822 5.8526
H: -23.0624 27.2389 4.0682
H: -15.3067 23.5742 10.8311
O: -15.2845 29.8329 1.5314
H: -15.5074 27.3718 9.3183
H: -23.5138 21.9864 10.7758
N: -16.8470 21.4863 7.1775
H: -21.5336 15.9458 15.6765
C: -17.4145 25.7954 -0.9867
O: -15.2134 19.5376 11.5363
C: -16.1384 26.9235 8.5486
H: -16.3405 21.8846 6.3865
H: -19.0931 27.6467 -0.2146
H: -19.1782 13.2805 6.0861
H: -17.6143 14.5760 9.3707
H: -15.4241 21.5386 2.6850
H: -17.1569 26.8530 -1.1011
H: -22.6649 31.2500 7.4251
C: -24.9866 26.4241 3.9722
C: -25.4802 26.7330 2.5627
H: -23.5765 25.7985 8.3698
H: -14.8602 19.6611 6.1459
H: -17.7813 28.7886 5.7064
O: -20.8139 17.1043 14.1781
H: -14.8918 26.2848 1.8280
H: -20.0845 30.9207 9.0778
H: -24.2173 24.5922 6.5919
O: -22.6312 23.7261 10.2423
H: -12.4608 20.1948 7.5093
H: -19.2746 29.0324 4.9379
H: -19.2908 31.9420 7.0862
H: -22.0962 15.9923 8.3556
N: -20.2283 32.1289 7.4308
C: -15.4242 21.5863 10.4478
H: -20.8772 32.1393 6.6459
H: -25.0087 26.1570 1.7673
H: -19.2289 25.5494 2.7798
H: -16.5559 12.4773 6.5508
C: -20.4914 29.6599 7.3240
C: -18.2512 14.6732 8.4844
C: -19.0916 25.4529 10.0680
H: -11.7997 24.6242 5.1950
H: -12.0968 25.3363 7.6815
H: -17.8016 23.7607 7.5042
H: -22.6568 30.3304 8.9441
C: -14.1280 21.6146 9.7027
H: -12.0256 18.7260 6.6009
C: -13.4155 25.0065 6.0935
C: -10.9278 22.9073 7.9031
H: -14.2438 22.1349 8.7512
O: -11.7498 23.4619 6.8905
H: -16.1962 21.0614 9.8743
H: -21.1268 29.7171 6.4317
H: -20.9972 26.4015 0.7209
H: -23.0662 25.7640 3.1371
C: -18.4224 18.3946 12.7202
H: -18.5812 21.6427 0.9178
C: -14.3395 23.8947 5.5473
C: -24.9761 25.0717 9.8058
H: -11.8697 26.1463 5.3670
H: -19.7288 27.9760 3.0170
H: -15.4610 23.0155 -0.3252
H: -18.5253 16.5168 10.3358
H: -22.2389 22.5852 11.8657
C: -16.6174 17.4192 5.4802
H: -19.4218 19.8842 10.9418
H: -13.2395 26.4695 2.2176
H: -24.3859 25.4290 10.6472
O: -19.1102 29.5776 6.9799
H: -22.4137 32.0276 8.9920
H: -13.5627 28.6358 3.3135
N: -14.8459 27.2797 4.2028

Calculated values
relative energy (zero: lowest compared OMol25 entry of this formula, charge and spin)	90.5	kcal per mole
HOMO-LUMO gap	0.34135	hartree
F_max	2.829	eV/Å
multiplicity	1
HOMO level	-8.75	eV